Entry from the OMol25 dataset: a cluster of 18 separate species, C19H22BCl52NO3 in total at a distorted geometry (ωB97M-V/def2-TZVPD).

Properties
lowest unoccupied orbital energy	-0.00638	hartree
frontier orbital gap	10.05	eV
energy	-679533.8677	eV
HOMO level	-0.3758	Eh

XYZ file:
```
98
Properties=species:S:1:pos:R:3:forces:R:3
C -0.192900 2.928206 0.431130 0.28 -0.78 -0.84
B 0.161821 1.356227 0.746262 -2.21 1.14 1.93
O -0.437401 0.796501 1.928580 2.80 0.84 -1.86
N 1.105263 0.619770 -0.186555 2.15 1.08 1.60
Cl 0.286640 0.467060 -1.697297 0.08 0.04 0.37
C 2.350261 1.397012 -0.320298 1.45 1.42 -4.44
O 2.677450 1.856040 -1.449238 -0.90 -1.57 4.31
O 3.249585 1.643420 0.735021 -2.83 -1.27 -0.43
H 0.404968 3.573926 1.171485 -1.08 -0.76 -1.06
H -1.320201 3.117374 0.483119 1.66 -0.07 0.19
H 0.160641 3.130679 -0.648060 -0.56 0.08 1.69
H 0.180996 0.151624 2.340954 -0.86 0.02 -0.48
H 2.938819 1.213930 1.573024 0.35 0.30 -0.97
C 2.424328 -1.819228 3.990530 -0.17 -0.58 -0.08
Cl 2.047489 -1.893693 5.716712 0.07 0.11 -0.18
Cl 1.215075 -2.700473 3.050263 0.13 0.21 0.09
Cl 2.521783 -0.135193 3.448851 0.04 0.11 0.30
H 3.393404 -2.287797 3.830176 -0.16 0.14 0.01
C 2.657451 -6.311523 1.434340 -0.34 0.07 -0.03
Cl 3.777512 -5.259738 2.312563 0.05 -0.15 -0.03
Cl 1.168310 -6.545714 2.361709 0.10 0.00 -0.05
Cl 2.296485 -5.640657 -0.162862 0.06 -0.06 0.10
H 3.135324 -7.283440 1.299354 -0.43 0.61 0.14
C -2.487084 2.053540 -4.351833 0.18 -0.01 0.06
Cl -2.788893 2.703625 -2.734146 -0.03 -0.02 -0.13
Cl -1.232620 2.988526 -5.173634 -0.01 -0.23 0.00
Cl -2.018665 0.351101 -4.258260 -0.11 0.08 -0.02
H -3.405939 2.128874 -4.927288 0.22 -0.04 0.13
C -3.182779 -3.659315 -3.270611 0.01 0.08 0.03
Cl -2.075568 -2.552494 -2.449114 -0.04 -0.23 -0.06
Cl -4.634363 -3.917079 -2.292485 0.32 0.14 -0.29
Cl -3.612497 -3.040128 -4.872072 0.03 -0.09 0.07
H -2.679894 -4.615380 -3.397286 -0.13 0.20 -0.03
C -8.279137 -4.746232 -2.136019 0.03 -0.01 0.04
Cl -7.228567 -4.204575 -0.819830 -0.10 -0.11 -0.13
Cl -8.595780 -6.481894 -2.003288 0.03 0.14 -0.03
Cl -9.803938 -3.837678 -2.154441 0.25 -0.03 -0.67
H -7.763239 -4.562985 -3.076592 -0.10 -0.02 0.18
C 4.851855 4.562139 -0.711329 -0.06 -0.11 -0.21
Cl 4.221664 5.843784 -1.756386 0.01 -0.05 0.12
Cl 6.367315 3.920192 -1.358694 -0.16 0.04 0.09
Cl 5.085269 5.164999 0.937034 0.02 -0.12 0.01
H 4.122384 3.753852 -0.681350 0.14 0.11 -0.04
C -4.424914 5.850831 -5.127442 0.06 0.22 0.17
Cl -2.667235 5.974549 -4.959443 -0.26 0.08 -0.06
Cl -4.903669 4.190121 -5.508096 -0.08 0.15 -0.10
Cl -5.230905 6.405629 -3.654481 0.06 -0.07 -0.18
H -4.735446 6.491720 -5.949977 0.06 -0.15 0.15
C -3.536827 -7.775127 -0.853950 -0.16 0.00 0.04
Cl -5.248645 -7.479954 -1.187676 0.16 -0.06 0.02
Cl -2.529657 -6.545887 -1.633271 0.14 -0.25 0.14
Cl -3.239410 -7.806702 0.889513 0.01 -0.01 -0.16
H -3.270162 -8.746577 -1.264733 -0.03 0.21 0.08
C 5.272745 -9.161886 2.813652 -0.01 0.01 0.28
Cl 6.393083 -8.108645 3.687304 -0.08 -0.13 -0.11
Cl 3.781431 -9.385823 3.736885 0.12 0.00 -0.11
Cl 4.915691 -8.496973 1.212274 0.64 -0.53 -0.11
H 5.745741 -10.133060 2.684296 -0.10 0.20 -0.02
C 4.029508 8.496677 2.029487 -0.02 0.06 -0.04
Cl 2.325435 8.817788 1.678217 0.13 -0.07 0.00
Cl 5.060313 9.731619 1.293082 -0.07 -0.14 0.04
Cl 4.301474 8.419320 3.776467 0.00 -0.05 -0.12
H 4.291241 7.532276 1.599841 -0.07 0.24 0.07
C 3.808529 -9.611751 8.141638 0.07 0.03 -0.05
Cl 4.609043 -8.283819 7.291655 0.02 -0.19 0.06
Cl 2.183799 -9.875245 7.491617 0.08 0.05 0.07
Cl 4.770535 -11.092498 8.029672 -0.08 0.11 0.05
H 3.717502 -9.340982 9.191562 0.01 -0.06 -0.21
C -1.398449 9.215359 -3.834697 0.06 0.07 0.03
Cl -3.103879 9.537298 -4.177591 0.10 -0.03 0.01
Cl -0.371094 10.447039 -4.580309 -0.05 -0.15 0.02
Cl -1.116802 9.147243 -2.089570 -0.02 -0.06 -0.15
H -1.140662 8.248208 -4.261131 -0.06 0.20 0.08
C -3.413817 -2.041553 1.540954 0.05 -0.01 -0.13
Cl -3.717774 -1.385126 3.155915 -0.01 -0.04 -0.12
Cl -2.171343 -1.096557 0.709711 -0.43 -0.36 0.05
Cl -2.938111 -3.743405 1.640532 -0.07 0.08 -0.07
H -4.335410 -1.976882 0.965813 0.17 -0.03 0.11
C 3.416504 6.935905 -5.294039 0.01 0.06 0.08
Cl 1.941357 6.098159 -4.796248 0.07 -0.01 -0.04
Cl 3.377442 7.290418 -7.029142 -0.30 -0.76 0.15
Cl 3.631066 8.417109 -4.355351 -0.03 -0.17 0.03
H 4.263576 6.281632 -5.097446 -0.17 0.11 -0.04
C 5.144476 11.502689 -7.115822 0.04 -0.06 -0.10
Cl 4.310014 12.562242 -8.261728 0.10 -0.05 0.06
Cl 4.880103 12.052693 -5.454785 0.05 -0.05 -0.11
Cl 4.604944 9.828416 -7.308786 0.36 0.86 -0.03
H 6.211412 11.545777 -7.324698 -0.21 0.04 0.05
C -9.926650 -4.235170 2.432899 -0.04 0.07 -0.03
Cl -9.968091 -3.841718 0.708224 -0.35 -0.07 0.94
Cl -11.196175 -5.399954 2.836433 0.08 0.11 0.00
Cl -8.336776 -4.865600 2.888354 -0.08 0.08 -0.02
H -10.107567 -3.322781 2.997402 0.04 -0.20 -0.08
C 2.965881 -4.229576 8.870711 -0.03 -0.06 0.07
Cl 4.720216 -4.137810 9.081618 -0.13 0.02 -0.07
Cl 2.473368 -5.880966 8.472497 -0.05 0.25 0.00
Cl 2.134063 -3.665164 10.326631 0.05 0.00 -0.14
H 2.686350 -3.580716 8.043415 0.07 -0.15 0.15
```
Positions in Å, forces in eV/Å.